DFT (ωB97M-V/def2-TZVPD) results for a structure of composition C55H60Br2INO5SSi2 in a non-equilibrium geometry.

Summary:
E_LUMO: -0.72 eV
largest force on an atom: 0.18094 hartree/bohr
orbital gap: 8.5 eV
2S+1: 1
HOMO: -9.256 eV
charge: 0

CARTESIAN COORDINATES (ANGSTROEM)
H  12.1871  -1.2507  -0.4417
C  0.7879  0.9490  -2.4889
C  10.2282  -5.3872  -4.2385
C  -12.2818  -0.7227  6.4884
I  13.1539  1.0879  -2.0589
C  4.4871  -4.4093  -4.8835
C  -17.0320  1.3123  6.1319
O  10.4543  -4.2312  -6.8486
H  -16.0691  1.7494  5.8791
H  3.2143  4.2309  0.3142
Br  6.8224  1.5361  0.0433
H  0.2263  1.0584  -0.4114
H  0.2342  0.4306  3.9373
H  -3.7532  1.4358  1.1585
N  6.2123  -2.3218  -4.0657
C  -0.6377  0.6472  3.3263
H  -18.0638  2.2552  4.4919
C  2.8929  3.7939  -7.5476
H  13.2672  -3.8191  -1.1550
H  -1.9603  -0.5800  4.5046
H  11.2549  -5.8231  -3.8476
H  -20.2617  1.2576  5.0689
C  3.6741  2.1801  2.9879
H  -9.2552  0.7850  6.1262
C  2.6988  2.7010  3.8379
H  3.9400  4.0075  -7.3518
C  4.9091  -3.0372  -4.1673
H  2.5792  2.8126  -5.6550
H  -14.1664  0.3080  6.6594
H  -0.7300  -1.0028  -4.8241
H  -10.6925  2.8047  6.2439
C  1.9036  3.7668  3.4178
C  -12.5178  1.6813  6.4644
H  -16.2743  0.2524  7.8477
H  1.5966  1.6676  -2.3888
C  3.0675  3.7997  1.3013
H  -0.8485  3.0497  -8.2376
C  -11.1382  1.8158  6.3122
H  -7.9100  -1.4274  4.8746
H  10.3714  1.1111  -0.7657
H  1.1421  4.1711  4.0795
H  13.8381  -2.9081  -2.7799
H  1.1263  0.6279  -4.5925
C  -0.5235  1.4905  2.2215
C  -13.0907  0.4126  6.5476
H  14.4294  -2.2908  -1.0079
H  4.6227  2.3283  1.0587
O  7.6861  1.4807  -2.7150
H  7.9799  -4.9718  -6.1905
C  -5.6472  -1.6224  7.4059
C  -19.4999  0.1830  6.7738
H  12.5244  -1.1189  -3.7396
C  0.0165  0.6075  -1.3777
C  12.2105  -1.8109  -1.4795
C  -6.7439  -1.9516  6.6087
C  13.5530  -2.7766  -1.6287
O  11.9544  -3.3293  -5.0725
H  -1.6229  -0.5803  -0.6409
H  2.9118  4.7056  -9.4999
O  9.2407  -1.9016  -3.0801
H  -2.1107  -1.5996  -2.8502
C  3.8601  2.7314  1.7199
C  0.7825  2.8524  -6.8437
C  -1.2959  -0.8880  -2.7481
C  7.0489  -4.5073  -5.6435
H  0.1867  2.3277  -6.1010
C  -17.1462  0.4690  7.2367
C  -4.8558  -0.5208  7.0820
H  -4.0022  -0.2635  7.7044
C  -6.2578  -0.0757  5.1660
H  4.2897  1.3461  3.3133
C  8.1027  1.1105  -1.4811
H  9.3280  -0.5470  -0.5074
H  -13.1473  2.5661  6.5174
H  9.5967  -5.0257  -3.2988
H  -3.9524  -0.0826  3.1110
H  -18.4688  -0.7582  8.4150
C  0.2011  3.2550  -8.0456
C  12.0667  -0.7119  -2.7149
C  5.5999  -5.2485  -5.7291
C  0.9680  3.9206  -9.0024
C  -7.0515  -1.1750  5.4919
H  5.3332  -6.2389  -6.2931
C  -1.8718  0.0803  3.6459
H  4.0194  -2.4718  -3.6020
C  2.0860  4.3145  2.1477
C  8.7514  -1.4676  -7.5958
C  7.1935  -3.1505  -4.8124
Si  9.0149  -2.4046  -4.7432
C  -5.1580  0.2502  5.9599
C  0.5215  0.3664  -3.7277
C  -19.3877  1.0337  5.6744
C  2.1273  3.1235  -6.5933
H  -12.7275  -1.7114  6.5581
H  11.2899  -2.5693  -1.4563
C  2.3139  4.1883  -8.7535
H  1.4640  5.1426  1.8186
C  -2.9914  0.3612  2.8634
H  -10.2713  -1.4728  6.2954
H  -5.4102  -2.2245  8.2791
C  -1.0235  -0.3124  -1.5074
H  10.1396  -0.4470  -6.1091
H  -6.4959  0.5273  4.2936
H  -1.5553  2.4334  0.5815
H  -7.3585  -2.8121  6.8586
H  9.6074  -6.1594  -4.8638
C  -10.9017  -0.5880  6.3399
C  -1.6439  1.7744  1.4411
H  8.2630  -0.1875  -5.7754
H  9.8386  0.6146  -3.9202
C  -2.8792  1.2119  1.7640
C  9.0857  -1.0051  -6.0587
H  3.3817  -4.8109  -4.8016
S  10.5245  -3.8847  -5.3176
H  -20.4609  -0.2608  7.0214
Si  10.1375  -0.4050  -2.9250
H  0.4393  1.9276  1.9687
H  -4.5379  1.1051  5.7047
C  -0.5210  -0.5507  -3.8582
H  0.5164  4.2301  -9.9412
C  -18.1524  1.5962  5.3515
O  8.1180  -2.5761  -7.9819
C  9.5791  0.3733  -1.2096
C  -18.3802  -0.0979  7.5563
C  -10.3299  0.6806  6.2474
Br  9.3332  -0.1969  -9.0757
H  2.5577  2.2753  4.8283

Results of the Löwdin charge analysis, in e, for atoms 1 through 5:
1. H 0.09
2. C -0.09
3. C -0.19
4. C -0.09
5. I 0.76